P:
DFT (the ωB97M-V functional and the def2-TZVPD basis) results for C5H12NO as an isolated structure.

Last column: natural (NBO) charge in e.
Positions of all 19 atoms, in Å:
C1 3.19 0.72 0.26  0.0359
O1 3.63 1.02 1.45  -0.9167
C2 1.76 -0.06 0.24  -0.4390
C3 1.02 -0.23 -1.17  -0.4643
C4 -0.34 -0.97 -0.81  0.0612
C5 -3.74 0.22 1.06  -0.8619
N1 -1.60 -1.05 -1.45  -0.6268
H1 4.01 0.30 -0.42  0.0630
H2 3.01 1.68 -0.42  0.0093
H3 1.93 -1.11 0.49  0.1723
H4 1.12 0.47 0.88  0.1888
H5 1.55 -0.96 -1.80  0.2212
H6 0.70 0.73 -1.64  0.2055
H7 -0.18 -1.74 -0.02  0.1437
H8 -1.24 -0.09 -0.85  0.3487
H9 -3.25 1.21 1.11  0.2062
H10 -3.24 -0.31 1.80  0.2111
H11 -3.57 -0.26 0.07  0.2412
H12 -4.79 0.42 1.24  0.2008

Calculated values
- Frontier orbital gap: 5.80 eV
- E_HOMO: -2.3845 eV
- Charge: -1

---

Q:
DFT (the ωB97M-V functional and the def2-TZVPD basis) results for an isolated ion of composition C5H12NO and charge -1.

Last column: natural (NBO) charge in e.
Positions of all 19 atoms, in Å:
C1 -0.98 2.31 -0.65  -0.4206
N1 -1.25 0.95 -0.21  -0.6425
C2 -0.01 0.18 0.13  -0.0421
C3 1.05 0.21 -0.93  -0.7335
C4 -0.46 -1.21 0.59  -0.4429
C5 0.72 -2.04 1.24  -0.0033
O1 1.98 -1.72 0.91  -0.9511
H1 -0.19 2.33 -1.41  0.1755
H2 -0.61 2.86 0.22  0.1744
H3 -1.94 2.77 -0.90  0.1822
H4 -1.84 0.47 -0.88  0.3340
H5 0.31 0.78 0.99  0.1784
H6 1.70 -0.67 -0.70  0.3217
H7 1.82 0.97 -0.82  0.2045
H8 0.76 -0.12 -1.93  0.1864
H9 -1.26 -1.07 1.31  0.1911
H10 -0.84 -1.74 -0.29  0.1644
H11 0.55 -2.13 2.34  0.0702
H12 0.49 -3.14 1.00  0.0532

Calculated values
- Frontier orbital gap: 6.16 eV
- E_HOMO: -2.2335 eV
- Charge: -1

---

Result of the stability comparison: P is the least stable of them.